17
Properties=species:S:1:pos:R:3 method="wB97M-V/def2-TZVPD" energy_ha=-811.5156 spin_multiplicity=1 homo_energy_ev=-18.33 orbital_gap_ev=3.9 largest_force_ha_per_bohr=0.06407 total_charge=+2
C 1.50996 -0.94051 -0.02086
C 1.31493 0.60096 0.12272
B -0.23826 1.03032 0.38314
C -1.28348 0.67982 -0.80606
S -2.34251 -0.55143 0.03395
O -1.57930 -0.91344 1.25682
O -2.65531 -1.65310 -0.87775
H 0.74656 -1.43172 -0.63728
H 1.58041 -1.46482 0.93831
H 2.49476 -1.08996 -0.58172
H 1.88424 0.99697 1.08560
H 1.65596 1.06880 -0.80685
H -0.59340 1.52676 1.39272
H -1.83154 1.56458 -1.14010
H -0.74964 0.20564 -1.63000
H -3.45234 0.15571 0.43117
Pt 3.53897 0.21543 0.85618

---

14
Properties=species:S:1:pos:R:3 method="wB97M-V/def2-TZVPD" energy_ha=-2748.1563 spin_multiplicity=1 homo_energy_ev=-14.45 relative_energy_ev=1.867 orbital_gap_ev=9.7 largest_force_ha_per_bohr=0.08387 total_charge=+1
C -1.90491 -0.57942 1.03180
C -0.16294 -1.16531 -0.46094
C 2.16717 1.37320 -0.78984
N -1.14406 -0.43867 -0.14147
Br 1.73235 0.30888 0.80052
H -2.53403 0.37737 1.25458
H -2.47480 -1.47914 1.00042
H -1.26457 -0.58051 1.92452
H 1.39742 0.92640 -1.45314
H 0.47134 -0.86961 -1.20347
H -0.00197 -2.03347 0.24590
H 1.88350 2.46015 -0.51320
H 3.17969 1.33395 -1.00371
H -1.34418 0.36618 -0.69198

---

15
Properties=species:S:1:pos:R:3 method="wB97M-V/def2-TZVPD" energy_ha=-2823.3220 spin_multiplicity=1 homo_energy_ev=-12.97 relative_energy_ev=3.017 orbital_gap_ev=9.0 largest_force_ha_per_bohr=0.07202 total_charge=+1
C -0.09521 1.43637 0.87620
C -0.60117 -1.84697 0.57819
C 0.12564 0.37948 -0.12321
N -0.10917 0.73083 -1.53449
O 0.38950 -2.51872 0.12501
Br 2.12080 -0.25674 -0.04972
H 0.35249 2.45079 0.54531
H -1.10908 1.67921 1.10123
H 0.46718 1.09514 1.82559
H -0.67672 -1.44189 1.70075
H -1.63275 -2.04423 0.19909
H -1.09051 0.80445 -1.69418
H 0.15204 1.77514 -1.95339
H 0.37244 0.00945 -2.07118
H 1.33452 -2.25232 0.47480

---

15
Properties=species:S:1:pos:R:3 method="wB97M-V/def2-TZVPD" energy_ha=-3381.3102 spin_multiplicity=1 homo_energy_ev=-7.17 relative_energy_ev=4.534 orbital_gap_ev=5.7 largest_force_ha_per_bohr=0.05055
C 0.53296 1.76391 0.80972
C 0.42962 -1.53331 0.84635
C 0.76017 -0.14934 -1.87929
Si 0.16784 0.06337 -0.13108
S -4.56992 -0.15673 1.08639
Br -2.92669 0.15177 -0.35570
H -0.29353 2.53559 0.66721
H 0.41471 1.52664 1.83405
H 1.54791 2.14928 0.59637
H 1.19515 -1.30025 1.63224
H -0.52157 -1.77827 1.52588
H 0.75863 -2.41292 0.22748
H 1.83750 -0.53815 -2.05217
H 0.16491 -1.01869 -2.16618
H 0.50232 0.69710 -2.64125

---

16
Properties=species:S:1:pos:R:3 method="wB97M-V/def2-TZVPD" energy_ha=-1670.9451 spin_multiplicity=1 homo_energy_ev=-7.41 relative_energy_ev=1.088 orbital_gap_ev=8.0 largest_force_ha_per_bohr=0.07202
C 0.41003 0.04331 -1.84841
C 0.58014 1.47855 0.95359
C 1.03477 -1.68957 0.87208
Si 0.26677 -0.14774 -0.01204
P -2.65081 -0.44681 0.31114
Cl -2.98608 1.16920 1.47016
Cl -3.44991 -0.01826 -1.46895
H -0.56703 -0.22551 -2.21881
H 0.47205 1.12299 -2.09191
H 1.09915 -0.51246 -2.32784
H -0.20743 2.08710 1.36185
H 1.23706 1.28544 1.77602
H 1.12340 1.96008 0.16026
H 2.13682 -1.64133 0.87633
H 0.71071 -1.95485 1.90429
H 0.79033 -2.51012 0.28226

---

18
Properties=species:S:1:pos:R:3 method="wB97M-V/def2-TZVPD" energy_ha=-2154.7827 spin_multiplicity=1 homo_energy_ev=-10.29 relative_energy_ev=0.015 orbital_gap_ev=10.8 largest_force_ha_per_bohr=0.05179 smiles=C[Si](C)(Cl)O[Si](C)(Cl)Cl
C -1.82871 -0.37148 -1.41864
Si -0.94418 -0.45160 0.23847
C -1.54992 0.46019 1.82218
Cl -1.26131 -2.41145 0.86899
O 0.55996 0.08038 -0.13822
Si 2.14825 -0.13187 0.43970
C 3.08716 -0.41741 -1.16260
Cl 2.23443 -1.90969 1.43293
Cl 2.52108 1.48272 1.72415
H -1.71187 0.50587 -1.99530
H -1.28255 -1.11104 -2.07168
H -2.81278 -0.71247 -1.28879
H -0.87223 1.30227 2.03138
H -2.64618 0.50869 1.67543
H -1.36091 -0.31113 2.64957
H 4.16409 -0.24182 -1.13864
H 2.85068 -1.51438 -1.18043
H 2.72119 -0.04311 -2.15609

---

36
Properties=species:S:1:pos:R:3 method="wB97M-V/def2-TZVPD" energy_ha=-4065.7857 spin_multiplicity=1 homo_energy_ev=-7.16 relative_energy_ev=1.921 orbital_gap_ev=8.9 largest_force_ha_per_bohr=0.15554 total_charge=-1
K -17.94574 1.82117 -12.95070
N -20.16244 -0.59539 -9.01901
S -18.83098 -0.84346 -9.75725
O -18.22047 0.19206 -10.55294
O -18.45325 -2.19719 -10.08412
F -17.92647 -0.58836 -8.42948
S -21.08040 -0.65898 -10.38369
O -21.28536 -1.95270 -11.00771
O -21.00613 0.47936 -11.26053
F -22.47077 -0.48864 -9.58845
N -16.85119 3.72265 -11.39314
S -17.99416 4.52171 -10.45535
O -17.90855 5.94774 -10.22246
O -18.73989 3.73280 -9.52953
F -19.03558 4.52587 -11.71510
S -15.89271 3.45580 -10.21129
O -16.05560 2.28607 -9.38414
O -15.34710 4.61067 -9.54241
F -14.66006 3.07469 -11.18934
C -14.68340 -0.78455 -9.96516
O -15.54892 -0.38622 -11.02910
P -15.43654 -1.06664 -12.48163
O -16.41582 -0.58576 -13.49219
O -15.37833 -2.65409 -12.25368
C -16.28349 -3.45781 -13.00334
O -13.95657 -0.61652 -12.89289
C -13.22534 -1.25554 -13.92351
H -14.14959 0.10636 -9.63656
H -13.97191 -1.55014 -10.27709
H -15.30696 -1.14552 -9.14884
H -16.75975 -4.17810 -12.33740
H -15.84115 -3.94394 -13.87200
H -17.15182 -2.89447 -13.35034
H -13.86653 -1.95316 -14.46733
H -12.34214 -1.82839 -13.63636
H -12.87259 -0.49073 -14.61494

---

15
Properties=species:S:1:pos:R:3 method="wB97M-V/def2-TZVPD" energy_ha=-526.8359 spin_multiplicity=1 homo_energy_ev=-8.40 relative_energy_ev=1.242 orbital_gap_ev=9.1 largest_force_ha_per_bohr=0.05858 smiles="CC(C)=NN.I"
C 1.34901 1.44104 0.81630
C 0.93877 0.18207 0.20748
C 1.40609 -0.10564 -1.24682
N 0.06117 -0.51468 0.78737
N -0.56087 -1.63164 0.28307
H 2.37289 1.35817 1.34307
H 1.56949 2.12684 -0.03932
H 0.67137 1.85279 1.60789
H 1.75645 0.78430 -1.82777
H 0.46698 -0.66731 -1.58916
H 2.21715 -0.82016 -1.32926
H -0.05836 -2.29687 -0.29043
H -1.24501 -1.85532 0.99465
I -5.53350 0.45559 -0.56744
H -5.41163 -0.30918 0.85038

---

16
Properties=species:S:1:pos:R:3 method="wB97M-V/def2-TZVPD" energy_ha=-581.3326 spin_multiplicity=1 homo_energy_ev=-13.10 relative_energy_ev=2.140 orbital_gap_ev=8.9 largest_force_ha_per_bohr=0.08226 smiles="C[C@]([NH3+])(I)/C=N/N" total_charge=+1
C 0.45475 -1.70516 0.84876
C 0.77844 -0.44607 0.04350
N 0.38455 -0.55122 -1.42617
I 3.02206 -0.04062 -0.00468
C 0.04783 0.70363 0.56251
N -0.87471 1.21738 -0.17683
N -1.67110 2.11483 0.22135
H 0.81487 -2.62004 0.36137
H -0.64255 -1.84928 0.58839
H 0.32949 -1.53670 1.95095
H -0.41512 0.25676 -1.26538
H 1.33366 -0.27180 -1.95647
H 0.04763 -1.49332 -1.76963
H 0.41190 1.14894 1.41624
H -1.92003 2.46281 1.13106
H -2.10169 2.60987 -0.52496

---

16
Properties=species:S:1:pos:R:3 method="wB97M-V/def2-TZVPD" energy_ha=-581.2608 spin_multiplicity=1 homo_energy_ev="-13.01 / -13.08" relative_energy_ev=4.092 orbital_gap_ev="7.7 / 7.8" largest_force_ha_per_bohr=0.08202 total_charge=+1
C 0.07542 0.00246 -0.08176
C 0.22179 2.49237 -0.39103
C 1.05152 -2.12796 0.42151
N -0.35803 1.18134 -0.27913
N -1.76756 -1.30984 0.05335
N 1.12041 -0.71026 0.05662
I -3.37573 -0.23075 -0.41679
H 1.19081 2.54593 -0.81112
H -0.21217 3.16851 -1.12447
H 0.14261 3.03883 0.52593
H 0.73438 -2.17594 1.37687
H 1.96094 -2.66322 0.26091
H 0.19192 -2.57728 -0.06658
H -1.37230 1.26980 -0.44339
H -1.75187 -1.62038 1.01996
H 2.14785 -0.28361 -0.10091

---

14
Properties=species:S:1:pos:R:3 method="wB97M-V/def2-TZVPD" energy_ha=-706.8143 spin_multiplicity=1 homo_energy_ev=-9.01 relative_energy_ev=3.049 orbital_gap_ev=9.2 largest_force_ha_per_bohr=0.07418
C 1.52543 -0.23010 1.26989
C -1.49776 0.63210 -0.38907
C -2.29990 -0.52273 -0.00190
Si 0.84059 0.38728 -0.51236
I -4.53550 -0.05428 -0.02542
H 1.15282 -1.22111 1.42500
H 2.55397 -0.14265 1.23951
H 1.25624 0.45268 2.00205
H -1.69039 1.43802 0.40241
H -1.86258 0.95847 -1.38337
H -2.16603 -1.34947 -0.58933
H -1.96670 -0.73002 0.98714
H 0.90544 -0.77199 -1.49788
H 1.45534 1.66464 -0.90160

---

13
Properties=species:S:1:pos:R:3 method="wB97M-V/def2-TZVPD" energy_ha=-174.4067 spin_multiplicity=1 homo_energy_ev=-8.21 relative_energy_ev=1.261 orbital_gap_ev=9.2 largest_force_ha_per_bohr=0.03492 smiles="C=CN.C"
C 0.87179 3.22285 -0.44217
C 1.73336 2.25174 -0.13593
N 2.06028 1.12145 -0.87286
H 0.02167 3.15997 -1.11002
H 0.99500 4.15930 0.08655
H 2.30734 2.43886 0.77311
H 2.00285 1.26797 -1.85120
H 2.40772 0.32033 -0.38679
C -2.45782 -3.58524 0.76875
H -2.49483 -3.68507 1.85414
H -1.64326 -4.10044 0.27328
H -2.39420 -2.52446 0.54648
H -3.40988 -4.04726 0.49664